C3H10NO2 | ωB97M-V/def2-TZVPD

XYZ file:
```
16
Properties=species:S:1:pos:R:3
C -1.7641 0.7251 -1.0057
N -0.7738 0.1237 -0.1214
C 0.3810 -0.3689 -0.8783
C 1.1807 -1.3780 -0.0069
O 0.3805 -2.0429 0.8379
H -1.4496 1.7570 -1.2206
H -2.7096 0.7966 -0.4745
H -1.7657 0.2366 -1.9869
H -1.1775 -0.7145 0.2873
H 0.9027 0.5068 -1.2977
H 0.0131 -0.9457 -1.7532
H 2.0263 -0.8032 0.4777
H 1.7282 -2.0415 -0.7201
H -0.0121 1.6700 0.8621
H 1.3308 1.9946 1.4808
O 0.5198 2.4248 1.1904
```

Output
Charge: -1
Multiplicity: 1
Calculated total energy, eV: -8857.870
HOMO energy, eV: -2.57
M, g/mol: 92.12
Kohn-Sham gap, eV: 6.7
E_LUMO, eV: 4.11
Relative energy (zero: lowest compared OMol25 entry of this formula, charge and spin), kJ/mol: 89.2

=====

C3H10NO2 | ωB97M-V/def2-TZVPD

XYZ file:
```
16
Properties=species:S:1:pos:R:3
C -0.2603 0.7366 -0.6168
O 0.1734 1.6224 0.3235
C 0.0442 -0.8120 -0.2485
C 0.9056 -1.4517 -1.3797
N 0.7972 -0.8302 0.9964
H 0.2083 0.9205 -1.6054
H -1.3570 0.8515 -0.7819
H -0.9050 -1.3367 -0.1803
H 1.1620 -0.6974 -2.1324
H 1.8811 -1.7235 -0.9707
H 0.4307 -2.3239 -1.8348
H 1.2412 0.0780 1.0740
H 0.2425 -1.0552 1.8033
H -1.0366 2.0158 1.1873
H -1.6308 1.8522 2.6190
O -1.8965 2.1535 1.7470
```

Output
Charge: -1
Multiplicity: 1
Calculated total energy, eV: -8858.336
HOMO energy, eV: -3.33
M, g/mol: 92.12
Kohn-Sham gap, eV: 7.8
E_LUMO, eV: 4.43
Relative energy (zero: lowest compared OMol25 entry of this formula, charge and spin), kJ/mol: 44.2

=====

C3H10NO2 | ωB97M-V/def2-TZVPD

XYZ file:
```
16
Properties=species:S:1:pos:R:3
C 0.3450 -0.1951 0.7481
O -0.1883 1.0656 0.9416
C 0.7066 -0.4457 -0.7063
C -0.5044 -0.5202 -1.6558
N 1.6795 0.5706 -1.2302
H -0.2769 -1.0336 1.0984
H 1.3231 -0.2987 1.2872
H 1.2606 -1.4011 -0.7327
H -1.0652 0.4042 -1.7606
H -0.1674 -0.9203 -2.6099
H -1.1895 -1.2133 -1.1538
H 1.0744 1.3008 -1.6022
H 1.9028 1.1159 -0.3939
H -1.2573 0.7731 1.8896
H -1.5645 0.3219 3.3463
O -2.0787 0.4758 2.5343
```

Output
Charge: -1
Multiplicity: 1
Calculated total energy, eV: -8858.525
HOMO energy, eV: -3.54
M, g/mol: 92.12
Kohn-Sham gap, eV: 7.9
E_LUMO, eV: 4.36
Relative energy (zero: lowest compared OMol25 entry of this formula, charge and spin), kJ/mol: 25.9